Record 1
A molecular structure, C24H31BrCoN6S, computed with ωB97M-V/def2-TZVPD.

As for the LUMO energy (spin up / spin down): 0.1 / -0.5 eV. The spin multiplicity is 4. As for the charge: 0. As for the expectation value of S²: 3.874. The frontier orbital gap (spin up / spin down) is 5.049 / 6.404 eV.

Cartesian coordinates (Å):
Co  0.0211  -1.0663  0.7056
C  3.8404  -4.9161  0.4179
C  2.5414  -4.5334  1.0637
C  1.9514  -5.2867  2.0688
C  0.7426  -4.8969  2.6147
C  0.1579  -3.7327  2.1454
Br  -1.5462  -3.2780  2.8120
N  0.7166  -2.9715  1.2096
C  1.8718  -3.3836  0.6729
H  4.1862  -5.8810  0.7853
H  4.6158  -4.1785  0.6274
H  3.7367  -4.9828  -0.6652
H  2.4289  -6.1933  2.4209
H  0.2461  -5.4766  3.3779
H  2.2654  -2.7517  -0.1107
N  0.0930  -0.3739  2.3119
C  -0.5186  0.5269  3.1004
C  0.2322  1.5317  3.7531
C  -0.3868  2.4826  4.5402
C  -1.7704  2.4688  4.7025
C  -2.5329  1.4864  4.0740
C  -1.9204  0.5251  3.2949
H  1.3056  1.5318  3.6118
H  0.2055  3.2441  5.0313
H  -2.2515  3.2163  5.3196
H  -3.6075  1.4708  4.2057
H  -2.4982  -0.2493  2.8064
C  -1.9090  4.7620  0.0231
C  -1.6963  3.7565  -1.0976
N  -1.9663  2.3829  -0.6770
C  -3.3525  1.9441  -0.7659
C  -3.6519  1.2003  -2.0597
C  -0.9951  1.5439  -0.2584
C  0.4067  2.0636  -0.1728
N  -1.2140  0.3093  0.0641
H  -1.6656  5.7690  -0.3157
H  -1.2819  4.5246  0.8829
H  -2.9457  4.7611  0.3618
H  -0.6874  3.8200  -1.5000
H  -2.3637  3.9678  -1.9361
H  -3.9763  2.8352  -0.6827
H  -3.5952  1.3398  0.1130
H  -3.4044  1.8206  -2.9216
H  -4.7083  0.9393  -2.1201
H  -3.0660  0.2842  -2.1391
H  0.8495  2.1124  -1.1698
H  0.9973  1.3836  0.4347
H  0.4373  3.0545  0.2761
H  -2.1794  0.0176  -0.0191
N  3.5577  0.1758  -5.1533
C  2.2425  -0.2538  -5.0469
S  1.2987  -0.3193  -6.4340
C  1.7751  -0.5567  -3.7411
C  0.4746  -1.0978  -3.5122
C  0.0431  -1.3701  -2.2534
N  0.7818  -1.1562  -1.1245
C  2.0207  -0.6325  -1.3262
C  2.5401  -0.3379  -2.5516
H  3.8800  0.2158  -6.1068
H  4.2264  -0.2125  -4.5064
H  -0.1670  -1.2918  -4.3599
H  -0.9489  -1.7785  -2.0936
H  2.5966  -0.4263  -0.4285
H  3.5210  0.1174  -2.5800

***

Record 2
12 unconnected molecules or ions with the total composition C45H80O23 in a non-equilibrium geometry, computed with ωB97M-V/def2-TZVPD.

As for the LUMO energy: 0.1 eV. As for the charge: 0. The frontier orbital gap is 9.546 eV.

Cartesian coordinates (Å):
C  23.8217  -1.2568  15.5911
O  22.4481  -1.0660  15.3890
C  22.0009  0.1070  14.8704
O  22.7056  0.9574  14.2798
O  20.6411  0.2312  15.2143
C  20.0014  1.4511  15.2297
H  24.2227  -0.7820  16.4865
H  24.4180  -0.9632  14.7271
H  24.1409  -2.2722  15.8260
H  20.4704  2.1837  14.5728
H  19.9778  1.8535  16.2424
H  18.9814  1.2836  14.8836
C  28.7661  -5.3657  24.2675
O  27.5894  -6.1219  23.9605
C  27.2379  -6.5038  22.6783
O  27.9310  -6.3571  21.6777
O  25.9435  -7.0555  22.6301
C  25.4377  -7.5777  21.4365
H  28.7558  -4.3967  23.7683
H  29.6966  -5.9030  24.0840
H  28.6887  -5.2050  25.3428
H  26.0853  -8.3684  21.0578
H  25.3908  -6.7703  20.7057
H  24.4250  -7.9042  21.6728
C  20.5334  -6.5107  22.0242
O  21.3927  -6.0051  23.0323
C  21.2709  -4.7464  23.4113
O  20.4461  -3.9916  22.9887
O  22.2106  -4.4748  24.3658
C  22.4560  -3.1077  24.6341
H  20.1084  -5.8023  21.3131
H  19.6979  -7.0590  22.4595
H  21.0854  -7.2601  21.4571
H  21.5239  -2.6313  24.9382
H  22.8141  -2.5202  23.7888
H  23.2516  -3.0184  25.3738
O  24.6212  2.4388  20.3456
C  23.5176  2.0027  20.0129
C  23.1796  1.4675  18.6441
C  21.9430  0.6743  18.9792
C  21.2950  1.3493  20.2266
O  22.4275  2.0554  20.8092
H  22.9605  2.2407  17.9077
H  24.0905  0.9317  18.3771
H  21.2632  0.6987  18.1274
H  22.2950  -0.3385  19.1752
H  20.4603  2.0019  19.9705
H  20.9122  0.6108  20.9310
O  21.4906  -8.5354  18.7579
C  22.3817  -8.5789  17.9149
C  23.8524  -8.4299  18.1813
C  24.4165  -8.4084  16.7749
C  23.2608  -8.6267  15.7721
O  22.1128  -8.7592  16.6439
H  24.0686  -7.5034  18.7132
H  24.2368  -9.3178  18.6832
H  24.8241  -7.4557  16.4367
H  25.2689  -9.0700  16.6207
H  23.0060  -7.7588  15.1640
H  23.3821  -9.5014  15.1331
O  26.8466  -6.0853  15.8484
C  26.8733  -5.2978  16.8240
C  28.0193  -5.0624  17.8453
C  27.3218  -4.1588  18.8322
C  26.0202  -3.6322  18.1653
O  25.7759  -4.5579  17.1226
H  28.3494  -5.9430  18.3965
H  28.8283  -4.7161  17.2021
H  27.1610  -4.6377  19.7981
H  27.9398  -3.3002  19.0952
H  25.1788  -3.6237  18.8582
H  26.1634  -2.6391  17.7395
O  16.0879  -4.7729  16.6795
C  16.9501  -5.6054  16.7650
C  17.0598  -6.8121  17.7125
C  18.4542  -7.3329  17.2694
C  18.6194  -6.9256  15.8382
O  17.8912  -5.6690  15.8349
H  17.0250  -6.5978  18.7806
H  16.3018  -7.5459  17.4385
H  19.1554  -6.8982  17.9818
H  18.5818  -8.4152  17.2929
H  19.6840  -6.7469  15.6873
H  18.1072  -7.6800  15.2410
O  17.4103  -5.5141  21.3257
C  17.3221  -4.4469  20.7479
C  18.4644  -3.4989  20.3655
C  17.8168  -2.5698  19.3914
C  16.3349  -2.7235  19.6067
O  16.1915  -3.9511  20.3920
H  18.7118  -3.0692  21.3362
H  19.4045  -3.9142  20.0023
H  18.1774  -1.5420  19.4345
H  18.0922  -2.8916  18.3871
H  15.9754  -1.8955  20.2177
H  15.7701  -2.8482  18.6828
C  21.0306  -4.6854  14.0279
C  22.3471  -4.5609  13.3532
C  21.9841  -4.6989  11.8652
O  20.5936  -5.0549  11.8114
C  20.2314  -5.5922  13.0975
H  20.6692  -3.6574  14.0547
H  21.1028  -5.1599  15.0065
H  22.9972  -5.3194  13.7893
H  22.7376  -3.5806  13.6266
H  22.5427  -5.4591  11.3191
H  22.2188  -3.8273  11.2542
H  20.6147  -6.6011  13.2502
H  19.1658  -5.5060  13.3100
C  24.5145  -1.8796  21.7747
C  25.4067  -2.7224  22.6678
C  25.8583  -1.7861  23.7567
O  24.9656  -0.6846  23.7618
C  24.5828  -0.4965  22.3378
H  23.5203  -2.3254  21.7434
H  24.7107  -1.8570  20.7027
H  26.2980  -3.0770  22.1503
H  24.8237  -3.5790  23.0061
H  26.8256  -1.3558  23.4974
H  26.0401  -2.3294  24.6840
H  25.3835  0.0569  21.8472
H  23.7479  0.1333  22.0308
C  22.1789  -4.8738  17.6079
C  22.2540  -4.8444  19.1196
C  21.9594  -3.3306  19.5590
O  21.0787  -2.9558  18.5077
C  21.0133  -3.8967  17.4250
H  22.0467  -5.9039  17.2767
H  23.0419  -4.4491  17.0952
H  23.2362  -5.1552  19.4756
H  21.4545  -5.4765  19.5058
H  22.8342  -2.6932  19.4304
H  21.5010  -3.1988  20.5392
H  20.9581  -3.2674  16.5367
H  20.0874  -4.4714  17.4457
C  17.7068  -1.5759  15.6101
C  17.2568  -0.5169  16.6178
C  16.0888  0.1709  15.8623
O  15.7122  -0.7393  14.8519
C  16.3322  -2.0210  15.0832
H  18.2779  -2.3903  16.0557
H  18.2712  -1.0413  14.8460
H  18.1013  0.0929  16.9387
H  16.9244  -0.9413  17.5651
H  16.5150  1.1152  15.5238
H  15.3183  0.5084  16.5555
H  16.4169  -2.6487  14.1961
H  15.6717  -2.5677  15.7561

***

Record 3
A molecular structure, C23H30IrN4O2PS2 in a non-equilibrium geometry, computed with ωB97M-V/def2-TZVPD.

As for the LUMO energy: 0.3 eV. As for the charge: 0. The frontier orbital gap is 5.873 eV.

Cartesian coordinates (Å):
Ir  -0.0705  0.2907  -0.0362
C  -0.9806  2.2347  -2.2585
N  -1.3859  2.3535  -0.8801
C  -2.7642  2.0898  -0.5864
C  -3.0530  0.7780  0.1378
C  -4.3785  0.4437  0.3861
C  -4.6851  -0.7015  1.0937
C  -3.6368  -1.4871  1.5557
C  -2.3449  -1.1056  1.2703
N  -2.0437  -0.0034  0.5520
C  -0.6995  3.2968  -0.0167
C  -0.6212  2.8213  1.4339
C  -1.3030  3.5124  2.3840
C  -1.4345  3.1746  3.7761
C  -0.4692  2.5625  4.4791
C  0.8578  2.3155  3.8338
N  -0.0198  1.5796  1.6715
C  -0.8764  0.7974  -2.7789
C  -1.0059  0.5736  -4.1410
C  -0.8567  -0.7021  -4.6555
C  -0.6121  -1.7453  -3.7772
C  -0.5043  -1.4620  -2.4311
N  -0.6169  -0.2197  -1.9318
H  0.0200  2.6622  -2.3601
H  -1.6418  2.7882  -2.9422
H  -3.3610  2.1019  -1.5058
H  -3.1692  2.8853  0.0510
H  -5.1612  1.0980  0.0226
H  -5.7135  -0.9720  1.2904
H  -3.8126  -2.3860  2.1290
H  -1.4918  -1.6765  1.6081
H  -1.1607  4.2948  -0.0277
H  0.3260  3.3891  -0.3817
H  -1.9024  4.3422  2.0251
H  -2.3605  3.4489  4.2683
H  -0.6410  2.2453  5.4997
H  1.6083  1.9443  4.5262
H  -1.2162  1.4125  -4.7918
H  -0.9349  -0.8790  -5.7196
H  -0.4913  -2.7617  -4.1231
H  -0.3102  -2.2338  -1.7042
C  1.8237  -4.3887  0.9882
C  1.2668  -3.2675  0.1366
O  2.3211  -2.4961  -0.4425
P  2.8234  -1.1050  0.2263
S  2.6915  -1.1153  2.1797
S  2.1427  0.4746  -0.8378
O  4.3914  -1.2217  -0.1174
C  4.8248  -1.3612  -1.4778
C  5.7166  -2.5781  -1.5843
H  1.0087  -5.0003  1.3819
H  2.3897  -3.9751  1.8208
H  2.4797  -5.0278  0.3957
H  0.6174  -2.5982  0.7119
H  0.6947  -3.6778  -0.6996
H  5.3622  -0.4490  -1.7462
H  3.9645  -1.4503  -2.1440
H  6.5413  -2.5058  -0.8753
H  6.1285  -2.6595  -2.5917
H  5.1485  -3.4814  -1.3625
C  0.5475  1.2947  2.7915
H  0.8170  0.2602  2.9531
H  1.2173  3.2280  3.3484